(1)
Below is one molecule with the formula C3H4N2O at a distorted geometry, with properties calculated with the ωB97M-V functional and the def2-TZVPD basis.

Structure (XYZ):
```
10
Properties=species:S:1:pos:R:3
N 1.90383 0.33440 -0.39539
C 1.42413 -0.57816 0.33487
O 0.12207 -0.90273 0.35020
C -0.68618 -0.16956 -0.50632
C -1.92477 0.01874 -0.14953
N -2.98708 0.46496 0.29402
H 2.91017 0.39422 -0.27356
H 1.94854 -1.23117 1.03344
H -0.24072 0.34662 -1.34331
H -2.49468 1.30509 0.65788
```

The calculation puts the relative energy (zero: lowest compared OMol25 entry of this formula, charge and spin) at 3.2021 eV. The total energy comes out at -301.369555 hartree. Its total charge is 0.



(2)
Below is a 9-piece molecular cluster, C39H59N4O18P overall at a distorted geometry, with properties calculated with the ωB97M-V functional and the def2-TZVPD basis.

Structure (XYZ):
```
121
Properties=species:S:1:pos:R:3
C -2.91562 0.26378 1.58131
C -2.48162 -1.21436 1.34105
O -1.69559 -1.40935 0.47074
N -2.98096 -2.31704 2.12540
C -4.41257 -2.19231 2.46355
C -2.15673 -2.59072 3.29972
C -2.35753 -1.55078 4.43138
N -2.56538 -0.61441 5.02332
C -0.66098 -2.91809 2.99197
C -0.18333 -3.82798 4.11622
N 0.14146 -4.51269 4.95430
P 0.57163 -1.49051 2.88885
N 1.19677 -1.60672 1.26154
O -0.15193 0.01947 2.92202
H -2.05190 0.87861 1.27159
H -3.80936 0.47716 0.96854
H -3.06950 0.41917 2.66373
H -4.72779 -1.19620 2.84025
H -4.66408 -2.95414 3.23246
H -4.98205 -2.48234 1.55586
H -2.58894 -3.52411 3.72138
H -0.64210 -3.54415 2.07098
H 0.85071 -0.77852 0.76084
H 0.70788 -2.38293 0.77653
H 0.02234 0.39475 3.79776
O 0.21953 -3.68062 -0.49652
C 0.88526 -3.44806 -1.47373
O 1.37768 -4.41053 -2.28131
C 2.21910 -3.81100 -3.28776
C 1.76849 -2.36654 -3.37539
C 1.32871 -2.08462 -1.94879
H 3.26045 -3.90464 -2.96780
H 2.09275 -4.33950 -4.23113
H 2.53722 -1.70070 -3.73404
H 0.91558 -2.28530 -4.04367
H 2.15968 -1.74621 -1.32459
H 0.50682 -1.37195 -1.91067
O 1.62976 -0.31438 -4.92372
C 2.29469 -0.09372 -5.89995
O 2.77544 -1.06413 -6.71012
C 3.62854 -0.47497 -7.71621
C 3.19466 0.97620 -7.80176
C 2.75667 1.26471 -6.37570
H 4.66761 -0.58652 -7.39313
H 3.49553 -0.99704 -8.66283
H 3.97986 1.63874 -8.16406
H 2.33843 1.06974 -8.47521
H 3.59181 1.59198 -5.75272
H 1.94506 1.98755 -6.33646
O 6.44665 -1.26884 -7.14381
C 7.13253 -0.43583 -6.61678
O 7.09787 0.87688 -6.94441
C 8.10806 1.58856 -6.20266
C 8.39686 0.71885 -4.99726
C 8.16656 -0.68145 -5.54360
H 8.98454 1.71751 -6.84313
H 7.73089 2.56921 -5.92002
H 9.39325 0.87279 -4.58486
H 7.67195 0.92703 -4.21047
H 9.06503 -1.09656 -6.00460
H 7.78352 -1.35541 -4.78082
O 7.29544 3.15262 -3.41653
C 7.06494 3.10815 -2.23911
O 5.81889 2.97588 -1.73026
C 5.86678 3.06422 -0.29564
C 7.29347 2.70973 0.07588
C 8.07569 3.23098 -1.12139
H 5.59988 4.08228 -0.00169
H 5.14526 2.37290 0.13596
H 7.60848 3.13437 1.02819
H 7.40080 1.62459 0.14028
H 8.34968 4.28133 -1.00588
H 8.95709 2.62690 -1.32439
O -5.62250 1.96854 1.90858
C -6.30707 1.48423 2.76388
O -6.05637 0.27410 3.33310
C -7.12579 -0.05986 4.23971
C -7.76949 1.25835 4.60277
C -7.57745 2.07343 3.33426
H -7.81934 -0.73052 3.72784
H -6.71761 -0.57088 5.11076
H -8.80991 1.15597 4.90739
H -7.22208 1.72737 5.42432
H -8.39034 1.91721 2.62246
H -7.45432 3.13279 3.54707
O 0.22754 6.64365 -0.48816
C -0.14189 5.67537 0.10943
O 0.65397 4.96300 0.95097
C -0.05297 3.80370 1.42142
C -1.52224 4.13705 1.24927
C -1.51032 5.03533 0.02219
H 0.25134 2.94254 0.82062
H 0.20779 3.61562 2.46186
H -2.15378 3.25587 1.14388
H -1.87716 4.70326 2.11351
H -1.57484 4.46198 -0.90432
H -2.29526 5.78659 0.06118
O -10.47886 -1.24533 3.86400
C -11.36974 -0.45929 4.01554
O -11.26071 0.87439 3.75424
C -12.47350 1.53982 4.15016
C -13.53900 0.46110 4.16031
C -12.74535 -0.77237 4.55807
H -12.31981 1.98263 5.13741
H -12.70043 2.33283 3.43962
H -14.37059 0.68459 4.82734
H -13.94194 0.32892 3.15377
H -12.68058 -0.88340 5.64198
H -13.14536 -1.67612 4.10506
O 5.78765 -1.47548 0.82823
C 5.43004 -2.42184 1.47308
O 6.24574 -3.09802 2.32332
C 5.55087 -4.23798 2.85517
C 4.07715 -3.91261 2.70334
C 4.06233 -3.06349 1.44059
H 5.84324 -5.12175 2.28200
H 5.83565 -4.38390 3.89608
H 3.44437 -4.79800 2.64733
H 3.74020 -3.31257 3.55218
H 3.97730 -3.67521 0.53910
H 3.27522 -2.31238 1.47104
```

The total energy comes out at -3436.245859 hartree. Its total charge is 0.



(3)
Below is one molecule with the formula C3H4N2O at a distorted geometry, with properties calculated with the ωB97M-V functional and the def2-TZVPD basis.

Structure (XYZ):
```
10
Properties=species:S:1:pos:R:3
O 0.25019 1.97659 -0.44764
C 0.01939 0.65211 -0.15193
C 0.99555 -0.43962 -0.22401
N 0.68955 -1.58366 0.25178
N -1.99883 -0.53450 0.78442
C -1.11276 0.14377 0.29340
H 0.10411 2.17143 -1.38044
H 1.90225 -0.19695 -0.78293
H 1.40927 -2.27894 0.10034
H -2.25252 0.09829 1.53933
```

The calculation puts the relative energy (zero: lowest compared OMol25 entry of this formula, charge and spin) at 3.5715 eV. The total energy comes out at -301.355982 hartree. Its total charge is 0.



(4)
Below is C11H16N4O2PdSe2 as an isolated structure at a distorted geometry, with properties calculated with the ωB97M-V functional and the def2-TZVPD basis.

Structure (XYZ):
```
36
Properties=species:S:1:pos:R:3
Pd 0.21584 0.04447 -1.45958
N -3.54377 -1.91916 -3.56069
C -3.37209 -1.47216 -4.87754
C -2.21156 -0.84311 -4.89350
N -1.63861 -0.81008 -3.67959
C -2.39693 -1.52422 -2.86696
C -2.31143 -1.62112 -1.47839
N -1.28126 -1.24792 -0.75685
C -1.62370 -1.42133 0.56768
C -2.90876 -1.90840 0.63070
N -3.33370 -2.06924 -0.69791
H -4.11482 -2.73731 -3.36362
H -4.10186 -1.81413 -5.60064
H -1.72509 -0.40534 -5.76262
H -0.96933 -1.17765 1.37883
H -3.54944 -2.16249 1.51145
H -4.28727 -2.07098 -0.95910
O 3.84078 2.60030 2.97358
C 3.54289 1.23712 2.61116
C 2.32086 1.15593 1.70289
C 1.35726 2.36117 1.94320
O 1.15163 2.75032 3.29583
C 1.64125 -0.14609 1.98220
Se 0.67304 -0.29726 3.66202
C 2.81332 1.17797 0.26649
Se 1.85873 1.55113 -1.41898
H 3.03997 2.87179 3.46331
H 3.36846 0.59595 3.53367
H 4.43347 0.88177 1.99126
H 0.36691 2.22363 1.45405
H 1.74649 3.23164 1.42291
H 0.75977 1.99127 3.70161
H 2.38984 -0.89957 1.73456
H 0.97953 -0.27737 1.12184
H 3.26660 0.19887 0.11717
H 3.60300 1.95159 0.30956
```

The total energy comes out at -5728.958037 hartree. Its total charge is -2.



(5)
Below is one molecule with the formula C4H10F2N2O4S2 at a distorted geometry, with properties calculated with the ωB97M-V functional and the def2-TZVPD basis.

Structure (XYZ):
```
24
Properties=species:S:1:pos:R:3
C 3.47691 -0.47927 0.48493
C -2.24310 -1.70065 -1.53679
C -1.56576 0.26128 1.98974
C 2.43351 1.21358 -0.76589
N -1.79477 -0.89360 1.15762
N -0.54410 1.11844 1.46337
O -2.60456 0.89201 -0.52032
O -0.05555 -0.05311 -0.84528
O 2.74677 -0.10574 -0.71658
O 1.48513 1.56914 0.11870
F -4.13508 -1.02901 -0.03888
F -0.55828 2.44402 -0.68235
S -2.52008 -0.53791 -0.20340
S -0.07056 1.03784 0.07039
H 4.33821 0.23090 0.58119
H 3.71850 -1.50447 0.24175
H 2.84661 -0.26718 1.41203
H -3.17005 -1.89834 -2.17236
H -1.36020 -1.40984 -1.97107
H -1.97580 -2.61015 -0.97689
H -2.54361 0.74114 2.25254
H -1.25134 -0.08337 2.99152
H 2.08986 1.33347 -1.91429
H 3.25734 1.73082 -0.41970
```

The calculation puts the relative energy (zero: lowest compared OMol25 entry of this formula, charge and spin) at 0.7419 eV. The total energy comes out at -1564.791146 hartree. Its total charge is 0.



(6)
Below is a 11-piece molecular cluster, C35H51Cl9O16 overall at a distorted geometry, with properties calculated with the ωB97M-V functional and the def2-TZVPD basis.

Structure (XYZ):
```
111
Properties=species:S:1:pos:R:3
O 0.67728 0.04297 -3.19166
C -0.46774 -0.12158 -3.57815
O -1.43137 -0.34439 -2.71632
C -2.66815 -0.70297 -3.28925
C -2.50606 -0.39648 -4.80127
C -0.99935 -0.23658 -4.99259
H -3.42931 -0.02896 -2.86076
H -2.87771 -1.73087 -3.04614
H -2.98714 0.45302 -5.21822
H -2.84613 -1.21786 -5.39501
H -0.73536 0.55671 -5.67847
H -0.56009 -1.14432 -5.42179
O 2.25208 -1.00909 1.17181
C 1.19317 -0.45887 0.89847
O 0.05873 -1.13575 1.09071
C -1.06236 -0.29380 0.71997
C -0.59766 1.11157 0.26051
C 0.93852 0.86501 0.29229
H -1.75085 -0.24860 1.54688
H -1.59748 -0.84472 -0.12520
H -0.89340 1.83971 1.00128
H -0.99251 1.39944 -0.72189
H 1.57809 1.61528 0.77555
H 1.34045 0.90021 -0.73042
O 7.09623 -2.90126 1.37316
C 6.59138 -1.86182 0.99994
O 6.56080 -1.37510 -0.30408
C 5.63011 -0.24376 -0.38179
C 5.49084 0.23315 1.01485
C 5.67172 -1.05184 1.82796
H 4.70845 -0.60785 -0.83844
H 6.02314 0.49826 -1.05968
H 4.53465 0.68241 1.24286
H 6.32588 0.85347 1.21610
H 4.73839 -1.59607 1.90602
H 6.04257 -0.90457 2.85702
O -2.11025 2.68628 -2.28837
C -1.51609 3.73302 -2.33415
O -1.60858 4.61808 -3.42416
C -0.81520 5.77260 -3.28811
C -0.26077 5.76771 -1.83697
C -0.64410 4.40588 -1.24209
H -1.40725 6.67640 -3.46028
H -0.04012 5.65756 -4.05348
H -0.70176 6.60503 -1.22244
H 0.82284 5.98082 -1.75359
H -1.25240 4.55088 -0.31284
H 0.23588 3.79193 -0.95260
O -4.26410 -1.42550 0.05012
C -3.60062 -2.28765 0.52549
O -3.55224 -2.60455 1.81886
C -2.81019 -3.78580 2.05400
C -1.94482 -3.92975 0.80533
C -2.80832 -3.34139 -0.28922
H -3.50958 -4.60025 2.14704
H -2.23548 -3.74913 3.00916
H -1.71906 -4.96182 0.57392
H -1.02422 -3.42460 0.89674
H -3.55144 -4.11402 -0.58528
H -2.18791 -2.97358 -1.12980
O -0.66982 -4.13564 -3.88485
C 0.28951 -3.80438 -3.30539
O 0.37482 -3.59436 -1.96229
C 1.76438 -3.36889 -1.51311
C 2.48942 -3.05652 -2.81940
C 1.64807 -3.72523 -3.91097
H 2.12837 -4.18630 -0.90901
H 1.73158 -2.43866 -0.92017
H 3.50823 -3.35382 -2.75984
H 2.43444 -1.98892 -3.03292
H 1.88840 -4.75720 -4.14486
H 1.61728 -3.12795 -4.80956
O -3.68475 1.22330 3.94227
C -4.05272 1.51139 2.84082
O -3.24007 2.03783 1.87391
C -3.96213 2.06195 0.58416
C -5.40626 1.86055 0.96298
C -5.36354 1.09788 2.25658
H -3.58826 1.18960 0.01676
H -3.69324 3.03072 0.18814
H -5.98801 1.40510 0.17344
H -5.86267 2.84216 1.22720
H -5.21950 0.00827 2.09429
H -6.22786 1.26165 2.94349
O 1.65267 0.82973 5.70349
C 0.54145 0.42241 5.52740
O -0.32881 0.43882 6.53718
C -1.64363 0.01840 6.16233
C -1.46653 -0.66126 4.79912
C -0.12060 -0.11630 4.31900
H -2.20770 0.92856 6.03402
H -1.95121 -0.74566 6.91417
H -2.30366 -0.57503 4.13111
H -1.35268 -1.80153 4.93633
H -0.31513 0.70601 3.61508
H 0.49602 -0.85504 3.83899
C 3.11419 2.24151 -3.94474
Cl 4.44090 1.51040 -2.99712
Cl 3.69584 2.96904 -5.46242
Cl 2.30107 3.51833 -2.98424
H 2.45827 1.39767 -4.06887
C 2.87661 4.51785 1.92428
Cl 2.06140 3.33390 2.91688
Cl 1.92662 6.01131 1.83411
Cl 3.21827 3.89853 0.32270
H 3.82643 4.75123 2.39730
C 1.88301 -3.96933 2.54026
Cl 1.01973 -5.22293 1.67154
Cl 3.63461 -4.30190 2.39178
Cl 1.37132 -3.87326 4.18483
H 1.71182 -3.00620 2.07225
```

The total energy comes out at -6709.902206 hartree. Its total charge is 0.



Among the records above, which one has the lowest total charge? C11H16N4O2PdSe2